C79H83Cl4N15 | ωB97M-V/def2-TZVPD

Output
* LUMO: 0.2 eV
* E: -5722.0965 Ha
* orbital gap: 9.16 eV

The geometry in ORCA input format:
```
! RIJCOSX wB97M-V def2-TZVPD def2/J DEFGRID3
* xyz 0 1
Cl 5.59 5.17 -23.44
Cl 12.97 0.04 -26.47
Cl 4.25 7.45 -21.42
Cl 13.54 -0.94 -29.76
N 12.55 -5.38 -27.90
N 8.65 7.22 -26.35
N 4.66 4.58 -27.77
N 12.41 -4.04 -22.90
N 7.36 0.83 -24.77
N 14.42 5.77 -24.18
N 4.72 3.75 -19.23
N 8.48 0.74 -28.87
N 1.01 1.16 -23.38
N 8.36 -3.01 -21.02
N 3.88 -2.88 -27.39
N 8.57 7.21 -19.48
N 8.49 -3.44 -26.08
N 11.87 1.39 -20.84
N 11.78 3.73 -30.67
C 0.55 -1.19 -21.97
C 7.78 -4.23 -20.78
C 7.74 6.52 -20.28
C 4.81 5.85 -28.26
C 10.38 6.22 -25.03
C 11.86 -6.34 -28.57
C 2.97 5.49 -26.28
C 6.15 1.57 -20.40
C 11.92 -1.81 -22.07
C 4.80 -3.07 -26.41
C 4.12 7.44 -23.18
C 8.13 -5.88 -24.77
C 6.49 -4.60 -21.14
C 13.34 2.92 -19.76
C 11.02 2.72 -19.04
C 6.34 1.17 -28.01
C 9.70 -0.03 -24.68
C 10.47 6.26 -20.73
C 13.65 5.33 -23.14
C 13.51 -3.52 -23.50
C 7.57 -2.18 -21.77
C 4.06 6.94 -27.84
C 2.33 -4.08 -25.95
C 4.74 3.55 -20.59
C 9.89 7.13 -19.76
C 8.76 -3.58 -24.77
C 13.95 3.72 -25.39
C 14.50 5.00 -25.29
C 12.57 4.83 -30.55
C 11.30 3.10 -29.52
C 2.70 -3.51 -27.14
C 1.99 0.27 -23.16
C 5.96 -0.14 -28.36
C 7.69 1.73 -23.88
C 10.83 1.74 -20.02
C 11.66 -3.19 -22.23
C 5.40 6.90 -23.77
C 1.83 -0.94 -22.50
C 13.33 -2.07 -28.34
C 9.83 7.32 -25.67
C 9.71 4.99 -25.06
C 9.56 5.52 -21.47
C 3.71 4.44 -26.77
C 11.59 3.64 -28.27
C 8.06 6.02 -26.36
C 12.87 5.39 -29.34
C 13.12 4.02 -23.14
C -0.19 0.85 -22.87
C 8.69 -4.77 -24.12
C 3.07 6.78 -26.85
C 8.54 4.87 -25.77
C 10.85 -7.11 -26.63
C 13.17 3.24 -24.29
C 13.04 -1.33 -22.72
C 11.53 -6.19 -25.86
C 5.71 -3.64 -21.85
C 11.03 -7.23 -27.99
C 6.24 -2.42 -22.16
C 8.18 5.63 -21.20
C 12.24 3.37 -18.97
C 12.38 4.79 -28.16
C 3.32 -4.20 -24.97
C 6.87 -0.98 -29.04
C 7.66 1.56 -28.20
C 5.46 2.87 -18.51
C 12.41 -5.35 -26.57
C 9.03 1.87 -23.34
C 7.80 -5.75 -26.14
C -0.51 -0.30 -22.18
C 6.18 1.81 -19.06
C 12.46 -1.49 -27.24
C 8.39 0.04 -25.20
C 8.03 -4.50 -26.75
C 5.37 2.46 -21.16
C 13.09 1.88 -20.61
C 8.16 -0.54 -29.21
C 9.98 0.92 -23.66
C 4.56 -3.63 -25.17
C 13.90 -2.18 -23.36
H 0.32 -2.11 -21.47
H 7.39 -6.54 -26.74
H 2.72 -1.55 -22.37
H 12.94 -4.61 -25.99
H 14.13 -4.18 -24.08
H 10.97 0.88 -23.24
H 13.01 5.22 -31.45
H 10.44 -7.91 -28.59
H 2.98 0.52 -23.50
H 12.65 2.32 -24.48
H 3.34 6.69 -23.30
H 5.65 -1.67 -22.67
H 7.99 -1.23 -22.10
H 4.20 4.30 -21.15
H 6.87 2.34 -23.54
H 11.39 -1.43 -27.45
H 7.18 5.99 -26.98
H 10.42 -0.78 -24.96
H 1.97 -3.51 -27.94
H 5.38 -3.81 -24.48
H 7.99 3.94 -25.75
H 4.99 -0.54 -28.11
H 11.31 6.30 -24.49
H 14.87 5.46 -26.19
H 2.49 7.60 -26.46
H 10.53 7.72 -19.12
H -0.97 1.57 -23.09
H 9.86 1.31 -20.23
H 12.64 -2.26 -26.49
H -1.53 -0.53 -21.92
H 8.92 -1.19 -29.62
H 5.51 2.97 -17.44
H 3.84 8.45 -23.51
H 5.23 2.27 -22.22
H 5.58 5.91 -29.02
H 11.53 6.17 -20.91
H 6.63 0.74 -20.92
H 7.39 5.14 -21.76
H 12.59 5.20 -27.19
H 10.65 2.25 -29.58
H 13.30 -0.28 -22.78
H 10.10 4.12 -24.55
H 14.30 -2.39 -27.96
H 13.51 6.25 -29.26
H 7.97 2.56 -27.92
H 3.61 3.43 -26.39
H 11.37 -1.06 -21.52
H 4.31 7.91 -28.25
H 8.04 -0.71 -25.90
H 10.22 8.33 -25.71
H 4.71 -3.88 -22.19
H 5.83 -2.82 -26.64
H 11.23 3.26 -27.33
H 6.65 1.09 -18.40
H 14.35 3.28 -19.67
H 12.43 4.10 -18.19
H 12.80 -2.92 -28.78
H 8.46 -4.94 -20.33
H 2.36 5.41 -25.39
H 9.86 4.90 -22.30
H 10.09 -7.71 -26.15
H 11.31 -6.05 -24.81
H 9.27 2.62 -22.60
H 6.10 -5.56 -20.82
H 11.96 -6.29 -29.65
H 10.79 -3.68 -21.80
H 6.57 -1.98 -29.29
H 12.49 3.68 -22.34
H 8.96 -4.78 -23.07
H 7.77 -4.24 -27.77
H 14.08 3.24 -26.35
H 9.18 -2.71 -24.28
H 13.85 1.44 -21.24
H 7.93 -6.77 -24.19
H 3.02 -4.75 -24.10
H 5.57 7.02 -24.84
H 5.67 1.89 -27.57
H 13.51 5.87 -22.22
H 1.36 -4.50 -25.74
H 6.71 6.71 -20.03
H 6.18 7.44 -23.23
H 14.84 -1.87 -23.78
H 10.26 2.96 -18.31
*
```

Here are the Mulliken charges for atoms 1 to 8, given in e: atom 1 (Cl): -0.06, atom 2 (Cl): -0.06, atom 3 (Cl): -0.17, atom 4 (Cl): -0.22, atom 5 (N): -0.48, atom 6 (N): -0.60, atom 7 (N): -0.28, atom 8 (N): -0.49

=====

C7H10 | ωB97M-V/def2-TZVPD

Output
* LUMO: 0.7 eV
* E: -272.6302 Ha
* SMILES: C=CC(=C)C(=C)C
* ΔE to the lowest compared entry with this formula, charge and spin: 2.389 eV
* orbital gap: 9.32 eV

The geometry in ORCA input format:
```
! RIJCOSX wB97M-V def2-TZVPD def2/J DEFGRID3
* xyz 0 1
C -0.05 0.40 -0.29
C -1.18 0.50 1.91
C -0.48 -0.20 1.01
C -0.48 -1.71 1.03
C 1.95 0.34 -1.84
C 1.32 0.00 -0.72
C -0.94 0.95 -1.12
H 1.40 0.57 -2.76
H -1.47 -2.11 1.24
H 1.84 -0.65 -0.03
H 0.25 -2.07 1.75
H -1.77 -0.05 2.64
H 2.98 0.06 -1.97
H -0.80 1.00 -2.19
H -0.10 -2.09 0.08
H -1.89 1.25 -0.70
H -1.09 1.57 1.98
*
```

Here are the natural (NBO) charges for atoms 1 to 8, given in e: atom 1 (C): -0.08, atom 2 (C): -0.40, atom 3 (C): 0.00, atom 4 (C): -0.65, atom 5 (C): -0.37, atom 6 (C): -0.21, atom 7 (C): -0.35, atom 8 (H): 0.19

=====

C7H10 | ωB97M-V/def2-TZVPD

Output
* LUMO: 1.2 eV
* E: -272.6725 Ha
* SMILES: C1=CCC2(C1)CC2
* ΔE to the lowest compared entry with this formula, charge and spin: 1.237 eV
* orbital gap: 10.34 eV

The geometry in ORCA input format:
```
! RIJCOSX wB97M-V def2-TZVPD def2/J DEFGRID3
* xyz 0 1
C 0.68 1.06 1.10
C -1.00 0.24 -1.62
C 1.52 -0.19 1.18
C -1.78 -0.27 -0.67
C -0.94 -0.86 0.45
C 0.47 0.06 -1.27
C 0.37 -0.13 0.23
H 1.43 -0.80 2.07
H 2.53 -0.16 0.77
H -2.86 -0.29 -0.68
H -1.34 0.72 -2.53
H 1.11 0.90 -1.56
H 0.87 -0.84 -1.77
H 1.10 1.93 0.61
H -1.36 -0.71 1.46
H -0.82 -1.94 0.30
H 0.00 1.28 1.92
*
```

Here are the natural (NBO) charges for atoms 1 to 8, given in e: atom 1 (C): -0.41, atom 2 (C): -0.19, atom 3 (C): -0.42, atom 4 (C): -0.19, atom 5 (C): -0.43, atom 6 (C): -0.43, atom 7 (C): -0.04, atom 8 (H): 0.21

=====

C7H10 | ωB97M-V/def2-TZVPD

Output
* LUMO: 1.2 eV
* E: -272.6241 Ha
* SMILES: C1C[C@H]2[C@@H]1[C@H]1C[C@@H]21
* ΔE to the lowest compared entry with this formula, charge and spin: 2.556 eV
* orbital gap: 10.31 eV

The geometry in ORCA input format:
```
! RIJCOSX wB97M-V def2-TZVPD def2/J DEFGRID3
* xyz 0 1
C -0.11 -0.42 -1.03
C 0.01 1.01 -0.46
C 1.18 -0.81 -0.28
C -1.46 -0.62 -0.32
C 1.16 -0.50 1.19
C 1.34 0.62 0.22
C -1.35 0.82 0.26
H -2.31 -0.75 -1.00
H 0.26 -0.56 1.79
H -1.37 0.92 1.35
H 0.08 1.90 -1.09
H 2.06 -0.80 1.71
H 2.24 1.23 0.19
H -2.11 1.49 -0.15
H 1.93 -1.48 -0.68
H -1.49 -1.44 0.41
H -0.06 -0.61 -2.11
*
```

Here are the natural (NBO) charges for atoms 1 to 8, given in e: atom 1 (C): -0.20, atom 2 (C): -0.21, atom 3 (C): -0.23, atom 4 (C): -0.42, atom 5 (C): -0.43, atom 6 (C): -0.22, atom 7 (C): -0.41, atom 8 (H): 0.21

=====

C7H10 | ωB97M-V/def2-TZVPD

Output
* LUMO: 1.2 eV
* E: -272.6035 Ha
* SMILES: C=C[C@@H](C)C1C=C1
* ΔE to the lowest compared entry with this formula, charge and spin: 3.114 eV
* orbital gap: 10.41 eV

The geometry in ORCA input format:
```
! RIJCOSX wB97M-V def2-TZVPD def2/J DEFGRID3
* xyz 0 1
C -1.94 -0.96 -0.88
C 1.35 -0.31 0.07
C 1.16 -0.84 1.46
C -0.54 1.40 0.21
C 0.20 0.39 -0.67
C -0.68 -0.70 -1.22
C 1.94 0.18 1.36
H 1.98 -0.88 -0.61
H 0.66 -1.58 2.06
H 0.14 2.19 0.55
H -2.50 -0.34 -0.18
H 2.59 0.91 1.82
H -1.36 1.88 -0.35
H -0.18 -1.37 -1.92
H -2.47 -1.82 -1.29
H 0.64 0.93 -1.52
H -0.97 0.93 1.10
*
```

Here are the natural (NBO) charges for atoms 1 to 8, given in e: atom 1 (C): -0.42, atom 2 (C): -0.22, atom 3 (C): -0.18, atom 4 (C): -0.61, atom 5 (C): -0.29, atom 6 (C): -0.15, atom 7 (C): -0.18, atom 8 (H): 0.18

=====

C7H10 | ωB97M-V/def2-TZVPD

Output
* LUMO: 1.2 eV
* E: -272.5979 Ha
* SMILES: C/C=C1/C[C@H]2C[C@@H]12
* ΔE to the lowest compared entry with this formula, charge and spin: 3.267 eV
* orbital gap: 9.27 eV

The geometry in ORCA input format:
```
! RIJCOSX wB97M-V def2-TZVPD def2/J DEFGRID3
* xyz 0 1
C -0.43 1.49 0.56
C 1.62 -1.82 0.75
C 0.06 0.08 0.48
C 0.98 -0.56 1.17
C -0.86 -0.30 -0.64
C -1.44 1.12 -0.55
C -0.75 0.66 -1.79
H -0.84 1.74 1.54
H -1.42 0.43 -2.62
H 2.72 -1.62 0.67
H -2.48 1.40 -0.52
H 1.03 -2.25 1.60
H -1.37 -1.26 -0.73
H 1.33 -0.17 2.13
H 0.22 1.04 -2.09
H 1.28 -2.20 -0.22
H 0.34 2.22 0.27
*
```

Here are the natural (NBO) charges for atoms 1 to 8, given in e: atom 1 (C): -0.43, atom 2 (C): -0.67, atom 3 (C): 0.00, atom 4 (C): -0.20, atom 5 (C): -0.27, atom 6 (C): -0.20, atom 7 (C): -0.41, atom 8 (H): 0.22

=====

C7H10 | ωB97M-V/def2-TZVPD

Output
* LUMO: 0.0 eV
* E: -272.5307 Ha
* ΔE to the lowest compared entry with this formula, charge and spin: 5.097 eV
* orbital gap: 8.32 eV

The geometry in ORCA input format:
```
! RIJCOSX wB97M-V def2-TZVPD def2/J DEFGRID3
* xyz 0 1
C -0.42 -0.26 -0.20
C -1.17 0.91 -0.77
C 0.65 -0.26 0.90
C 1.63 0.92 0.88
C 0.36 -1.38 -0.89
C -1.90 -0.19 -0.05
C 1.34 -1.48 0.28
H -0.15 -2.34 -1.04
H -2.49 -0.88 -0.65
H -1.28 0.99 -1.85
H -2.32 0.02 0.94
H 2.21 0.96 -0.06
H -1.05 1.86 -0.26
H 0.87 -1.14 -1.83
H 2.34 0.85 1.71
H 1.07 1.87 0.96
H 0.30 -0.46 1.92
*
```

Here are the natural (NBO) charges for atoms 1 to 8, given in e: atom 1 (C): -0.09, atom 2 (C): -0.42, atom 3 (C): -0.39, atom 4 (C): -0.59, atom 5 (C): -0.59, atom 6 (C): -0.41, atom 7 (C): 0.22, atom 8 (H): 0.26

=====

C7H10 | ωB97M-V/def2-TZVPD

Output
* LUMO: 1.1 eV
* E: -272.6136 Ha
* SMILES: C=C=C[C@@H](C)C=C
* ΔE to the lowest compared entry with this formula, charge and spin: 2.842 eV
* orbital gap: 10.10 eV

The geometry in ORCA input format:
```
! RIJCOSX wB97M-V def2-TZVPD def2/J DEFGRID3
* xyz 0 1
C 1.72 -0.47 0.54
C -0.27 -0.58 -0.87
C -1.13 1.67 -0.36
C 1.21 -0.46 -0.64
C -0.49 0.85 -1.17
C 1.93 -0.08 1.76
C -1.11 -1.15 0.27
H -2.18 -1.14 0.03
H -0.98 -0.61 1.21
H -0.82 -2.19 0.45
H 2.24 -0.71 2.58
H 1.52 0.93 1.89
H -1.77 1.34 0.44
H -0.43 -1.16 -1.78
H -1.22 2.68 -0.70
H -0.02 1.25 -2.07
H 1.86 -0.26 -1.47
*
```

Here are the natural (NBO) charges for atoms 1 to 8, given in e: atom 1 (C): 0.09, atom 2 (C): -0.28, atom 3 (C): -0.43, atom 4 (C): -0.26, atom 5 (C): -0.15, atom 6 (C): -0.50, atom 7 (C): -0.61, atom 8 (H): 0.22